P | Here is a 2-piece molecular cluster, C15H18O overall from the Open Molecules 2025 dataset. Energies are from ωB97M-V/def2-TZVPD.

Last columns: bonded neighbours and bond lengths (Å).
Cartesian coordinates (Å):
1 C -1.9185 -1.0126 -1.6815  C2 1.493, C3 1.512, H9 1.104, H10 1.075
2 C -2.7135 0.1713 -2.1245  C1 1.493, H11 1.085, H17 1.113, H18 1.108
3 C -1.9660 -1.3029 -0.1987  C1 1.512, C4 1.432, C5 1.413
4 C -2.8929 -0.6093 0.6444  C3 1.432, C6 1.377, H12 1.084
5 C -1.3619 -2.5004 0.2452  C3 1.413, C7 1.415, H13 1.081
6 C -3.2304 -1.0834 1.8924  C4 1.377, C8 1.396, H14 1.099
7 C -1.4613 -2.7558 1.6331  C5 1.415, C8 1.401, H15 1.089
8 C -2.4386 -2.1137 2.4040  C6 1.396, C7 1.401, H16 1.084
9 H -2.4413 -1.8383 -2.1943  C1 1.104
10 H -0.8816 -1.0281 -1.9637  C1 1.075
11 H -2.5185 1.1434 -1.6836  C2 1.085
12 H -3.3746 0.2972 0.2975  C4 1.084
13 H -0.9019 -3.0269 -0.5793  C5 1.081
14 H -4.0373 -0.5907 2.4529  C6 1.099
15 H -0.7346 -3.4251 2.0913  C7 1.089
16 H -2.4503 -2.4044 3.4487  C8 1.084
17 H -3.7977 0.0010 -1.9362  C2 1.113
18 H -2.7986 0.3005 -3.2218  C2 1.108
19 C 2.1356 3.6360 -0.5979  C20 1.501, H27 1.081, H28 1.109, H34 1.119
20 C 2.3940 2.1836 -0.3185  C19 1.501, C21 1.374, C22 1.401
21 C 3.6123 1.9004 0.2506  C20 1.374, C23 1.412, H29 1.092
22 C 1.4375 1.1929 -0.5782  C20 1.401, C24 1.401, H30 1.086
23 C 3.9450 0.5569 0.5309  C21 1.412, C25 1.387, H31 1.092
24 C 1.7031 -0.0640 -0.0201  C22 1.401, C25 1.398, H32 1.096
25 C 2.9482 -0.4078 0.5147  C23 1.387, C24 1.398, O26 1.346
26 O 3.1379 -1.6683 0.9453  C25 1.346, H33 0.968
27 H 2.7945 4.3951 -0.2008  C19 1.081
28 H 1.1458 4.0079 -0.2645  C19 1.109
29 H 4.3620 2.6663 0.4590  C21 1.092
30 H 0.4568 1.5343 -0.8954  C22 1.086
31 H 4.8737 0.4754 1.0990  C23 1.092
32 H 0.8180 -0.7046 -0.1011  C24 1.096
33 H 4.0108 -1.6587 1.3638  O26 0.968
34 H 2.1445 3.7327 -1.7127  C19 1.119

Properties
LUMO level ... 0.9 eV
SMILES string ... Cc1ccc(O)cc1.CCc1ccccc1
Total charge ... 0

Q | Here is a 2-piece molecular cluster, C15H18O overall from the Open Molecules 2025 dataset. Energies are from ωB97M-V/def2-TZVPD.

Last columns: bonded neighbours and bond lengths (Å).
Cartesian coordinates (Å):
1 C 1.4098 -0.1267 -2.5825  C2 1.566, C3 1.561, H9 1.133, H10 1.123
2 C 1.7453 -1.6433 -2.3847  C1 1.566, H11 1.087, H17 1.074, H18 1.149
3 C 1.9471 0.8565 -1.4949  C1 1.561, C4 1.367, C5 1.384
4 C 1.0963 1.7144 -0.8562  C3 1.367, C6 1.411, H12 1.055
5 C 3.3085 0.6689 -1.3308  C3 1.384, C7 1.481, H13 1.122
6 C 1.6121 2.4830 0.2083  C4 1.411, C8 1.360, H14 1.122
7 C 3.7000 1.4334 -0.1242  C5 1.481, C8 1.380, H15 1.010
8 C 2.9053 2.3073 0.5894  C6 1.360, C7 1.380, H16 1.080
9 H 1.6038 0.1580 -3.6619  C1 1.133
10 H 0.2902 -0.0784 -2.6605  C1 1.123
11 H 2.0878 -2.3836 -3.1024  C2 1.087
12 H 0.0529 1.6258 -0.9842  C4 1.055
13 H 3.7786 -0.1102 -1.9881  C5 1.122
14 H 0.8797 3.2048 0.6575  C6 1.122
15 H 4.6451 1.2379 0.1721  C7 1.010
16 H 3.3528 2.9267 1.3524  C8 1.080
17 H 0.9118 -2.2833 -2.1630  C2 1.074
18 H 2.4239 -1.6462 -1.4577  C2 1.149
19 C -4.5229 -0.2180 0.1528  C21 1.568, H29 0.999, H30 1.181, H34 1.059
20 C -2.1359 -0.6939 0.3122  C21 1.389, C22 1.416, H27 1.046
21 C -3.2403 -0.2909 1.0513  C19 1.568, C20 1.389, C24 1.349
22 C -0.9594 -1.1158 0.9781  C20 1.416, C23 1.360, H28 1.163
23 C -0.7660 -0.9639 2.3153  C22 1.360, C25 1.435, O26 1.342
24 C -3.1653 -0.2510 2.3979  C21 1.349, C25 1.411, H31 1.104
25 C -1.9843 -0.7008 3.0263  C23 1.435, C24 1.411, H33 1.097
26 O 0.3990 -1.4219 2.7983  C23 1.342, H32 0.925
27 H -2.1616 -0.6818 -0.7337  C20 1.046
28 H -0.0103 -1.2965 0.3305  C22 1.163
29 H -4.5985 -1.0828 -0.3411  C19 0.999
30 H -4.3130 0.7005 -0.5587  C19 1.181
31 H -4.0649 -0.0721 3.0116  C24 1.104
32 H 1.0948 -1.1216 2.2685  O26 0.925
33 H -1.9196 -1.0273 4.0713  C25 1.097
34 H -5.4024 -0.1072 0.7313  C19 1.059

Properties
LUMO level ... 0.8 eV
SMILES string ... Cc1ccc(O)cc1.CCc1ccccc1
Total charge ... 0

Which one is most stable, and which one is least stable? P is the most stable of them, while Q is the least stable.

P | Here is one molecule with the formula C3H5N from the Open Molecules 2025 dataset. Energies are from ωB97M-V/def2-TZVPD.

Last columns: bonded neighbours and bond lengths (Å).
Cartesian coordinates (Å):
1 C -1.3621 0.6134 0.0819  C2 1.447, N4 1.266, H5 1.135
2 C -0.2621 -0.0291 -0.6052  C1 1.447, C3 1.520, N4 1.481, H6 1.293
3 C 0.9927 -0.2723 0.2175  C2 1.520, H7 1.024, H8 1.096, H9 1.098
4 N -1.4776 -0.6430 -0.0223  C1 1.266, C2 1.481
5 H -1.6091 1.5664 0.6469  C1 1.135
6 H -0.3363 -0.1497 -1.8905  C2 1.293
7 H 1.5656 -1.0468 -0.1311  C3 1.024
8 H 0.7398 -0.5272 1.2527  C3 1.096
9 H 1.7491 0.4884 0.4501  C3 1.098

Properties
LUMO level ... 1.2 eV
SMILES string ... C[C@@H]1C=N1
Total charge ... 0

Q | Here is one molecule with the formula C3H5N from the Open Molecules 2025 dataset. Energies are from ωB97M-V/def2-TZVPD.

Last columns: bonded neighbours and bond lengths (Å).
Cartesian coordinates (Å):
1 C 0.4735 0.6273 -0.0438  C2 1.546, H6 1.081, H7 1.058, N9 1.455
2 C -1.0226 0.2482 0.0495  C1 1.546, C3 1.229
3 C -2.1460 -0.2353 -0.0693  C2 1.229, H8 1.074
4 H 0.9236 -1.2960 0.5749  N9 1.013
5 H 2.1575 -0.4143 -0.1017  N9 0.994
6 H 0.7767 1.2167 0.8100  C1 1.081
7 H 0.7116 1.2629 -0.8560  C1 1.058
8 H -3.0635 -0.7744 -0.2179  C3 1.074
9 N 1.1892 -0.6350 -0.1456  C1 1.455, H4 1.013, H5 0.994

Properties
LUMO level ... 1.1 eV
SMILES string ... C#CCN
Total charge ... 0

Which one is most stable, and which one is least stable? Q is the most stable of them, while P is the least stable.

P | Here is one molecule with the formula C3H5N from the Open Molecules 2025 dataset. Energies are from ωB97M-V/def2-TZVPD.

Last columns: bonded neighbours and bond lengths (Å).
Cartesian coordinates (Å):
1 C -0.5131 -0.3202 -0.6764  C2 1.391, H6 1.117, H7 1.208, N9 1.531
2 C 0.7557 -0.0235 -0.1902  C1 1.391, C3 1.208
3 C 1.6733 -0.2532 0.5610  C2 1.208, H8 1.036
4 H -1.2243 0.1598 1.1527  N9 1.012
5 H -2.3134 0.8343 0.1949  N9 1.033
6 H -0.6913 -1.4025 -0.4634  C1 1.117
7 H -0.6708 -0.1908 -1.8666  C1 1.208
8 H 2.5518 -0.0690 1.0791  C3 1.036
9 N -1.3068 0.6071 0.2482  C1 1.531, H4 1.012, H5 1.033

Properties
LUMO level ... 1.0 eV
SMILES string ... C#CCN
Total charge ... 0

Q | Here is one molecule with the formula C3H5N from the Open Molecules 2025 dataset. Energies are from ωB97M-V/def2-TZVPD.

Last columns: bonded neighbours and bond lengths (Å).
Cartesian coordinates (Å):
1 C -0.8379 -0.5030 -1.0142  C2 1.328, N4 1.137
2 C -0.1695 -0.7808 0.0986  C1 1.328, C3 1.687, H5 1.037, H6 1.103
3 C 0.3970 0.7409 0.5573  C2 1.687, H7 1.117, H8 1.152, H9 1.110
4 N -1.3432 -0.2722 -2.0064  C1 1.137
5 H 0.8138 -0.7888 0.4290  C2 1.037
6 H -0.9044 -1.5320 0.4327  C2 1.103
7 H 0.8977 0.9058 -0.4277  C3 1.117
8 H 1.3343 0.5610 1.2024  C3 1.152
9 H -0.1878 1.6691 0.7284  C3 1.110

Properties
LUMO level ... 0.7 eV
SMILES string ... CCC#N
Total charge ... 0

Which one is most stable, and which one is least stable? P is the most stable of them, while Q is the least stable.

P | Here is one molecule with the formula C3H5N from the Open Molecules 2025 dataset. Energies are from ωB97M-V/def2-TZVPD.

Last columns: bonded neighbours and bond lengths (Å).
Cartesian coordinates (Å):
1 C 0.3798 0.6773 -0.0356  C2 1.426, N4 1.453, H5 1.118
2 C 1.5448 0.1025 -0.6244  C1 1.426, H6 1.076, H7 1.075
3 C -1.7372 -0.4186 0.4436  N4 1.319, H8 1.164, H9 1.025
4 N -0.9454 0.2101 -0.4043  C1 1.453, C3 1.319
5 H 0.4173 1.4760 0.7463  C1 1.118
6 H 2.5547 0.2950 -0.3066  C2 1.076
7 H 1.4293 -0.7252 -1.3005  C2 1.075
8 H -2.0818 -1.4631 0.0638  C3 1.164
9 H -1.5615 -0.1540 1.4177  C3 1.025

Properties
LUMO level ... 0.3 eV
SMILES string ... C=CN=C
Total charge ... 0

Q | Here is one molecule with the formula C3H5N from the Open Molecules 2025 dataset. Energies are from ωB97M-V/def2-TZVPD.

Last columns: bonded neighbours and bond lengths (Å).
Cartesian coordinates (Å):
1 C -1.1061 -0.6516 -1.1494  C3 1.379, H5 1.053, H6 1.184
2 C 1.4428 0.5456 0.9939  N4 1.395, H7 1.065, H8 1.138
3 C -0.5291 0.1755 -0.2087  C1 1.379, N4 1.313, H9 1.164
4 N 0.7813 0.2531 -0.1987  C2 1.395, C3 1.313
5 H -2.1538 -0.6955 -1.0580  C1 1.053
6 H -0.6006 -1.3457 -1.9648  C1 1.184
7 H 2.5065 0.5306 0.9361  C2 1.065
8 H 0.8060 0.6901 1.9254  C2 1.138
9 H -1.1469 0.4980 0.7241  C3 1.164

Properties
LUMO level ... 0.0 eV
SMILES string ... C=CN=C
Total charge ... 0

Which one is most stable, and which one is least stable? Q is the most stable of them, while P is the least stable.

P | Here is a 2-piece molecular cluster, C6H14N5 overall from the Open Molecules 2025 dataset. Energies are from ωB97M-V/def2-TZVPD.

Last columns: bonded neighbours and bond lengths (Å).
Cartesian coordinates (Å):
1 C -0.3155 3.2619 0.3813  C3 1.492, H10 1.099, H11 1.085, H12 1.222
2 C -0.6942 0.1261 -1.4713  N5 1.386, N6 1.299, H7 1.100
3 C -0.6839 2.0951 -0.4723  C1 1.492, C4 1.383, N5 1.442
4 C -1.6919 2.1155 -1.4190  C3 1.383, N6 1.414, H9 1.160
5 N -0.1368 0.7641 -0.3742  C2 1.386, C3 1.442
6 N -1.6445 0.8304 -2.0072  C2 1.299, C4 1.414, H8 0.981
7 H -0.2365 -0.8101 -1.8249  C2 1.100
8 H -2.1175 0.3827 -2.7408  N6 0.981
9 H -2.4828 2.8479 -1.8473  C4 1.160
10 H 0.2720 3.0718 1.2905  C1 1.099
11 H -1.0718 4.0355 0.3033  C1 1.085
12 H 0.6866 3.8241 -0.0357  C1 1.222
13 C -0.8230 -1.5073 1.8959  N15 1.480, H23 1.067, H24 1.084, H25 1.200
14 C 1.3309 -1.6694 0.6669  N15 1.364, N16 1.468, N17 1.380
15 N 0.1706 -2.2491 1.0882  C13 1.480, C14 1.364, H18 1.105
16 N 2.1114 -2.6913 -0.0407  C14 1.468, H19 0.929, H20 1.049
17 N 1.8903 -0.4715 1.0607  C14 1.380, H21 1.020, H22 1.082
18 H -0.1024 -3.2830 0.8111  N15 1.105
19 H 1.8660 -3.5872 -0.0623  N16 0.929
20 H 3.0685 -2.4423 0.3089  N16 1.049
21 H 1.2482 0.2967 1.2536  N17 1.020
22 H 2.8319 -0.0978 0.6817  N17 1.082
23 H -0.5782 -1.5681 2.9323  C13 1.067
24 H -1.7391 -2.0802 1.8116  C13 1.084
25 H -1.1161 -0.3993 1.5401  C13 1.200

Properties
LUMO level ... -2.9 eV
Total charge ... +1

Q | Here is a 2-piece molecular cluster, C6H14N5 overall from the Open Molecules 2025 dataset. Energies are from ωB97M-V/def2-TZVPD.

Last columns: bonded neighbours and bond lengths (Å).
Cartesian coordinates (Å):
1 C 0.7021 2.5022 0.1679  N8 1.290, N9 1.367, H12 1.091
2 C -3.1971 0.5422 0.1147  N7 1.160, N10 1.341
3 C 0.3336 0.1604 0.9884  C6 1.578, N9 1.375, N11 1.328
4 C 2.1337 -1.6899 0.3246  C6 1.537, H13 1.105, H14 1.107, H15 1.124
5 C 0.5910 -0.4836 -1.3398  C6 1.483, H16 1.091, H17 1.164, H18 1.112
6 C 1.3491 -0.4275 -0.0667  C3 1.578, C4 1.537, C5 1.483, H19 1.087
7 N -2.1906 0.4785 0.6871  C2 1.160
8 N 1.4475 2.2545 -0.8551  C1 1.290, H20 1.053
9 N 0.1399 1.5202 0.9349  C1 1.367, C3 1.375, H21 0.996
10 N -4.4093 0.3069 -0.4087  C2 1.341, H22 1.018, H23 1.028
11 N -0.0989 -0.6763 1.9251  C3 1.328, H24 0.977, H25 0.988
12 H 0.2255 3.4414 0.4517  C1 1.091
13 H 2.4995 -1.6923 1.3674  C4 1.105
14 H 3.0386 -1.9220 -0.2688  C4 1.107
15 H 1.4625 -2.5768 0.1642  C4 1.124
16 H 1.2556 -1.0295 -2.0116  C5 1.091
17 H 0.6077 0.6140 -1.7265  C5 1.164
18 H -0.4107 -0.9604 -1.4191  C5 1.112
19 H 2.0615 0.3634 -0.2849  C6 1.087
20 H 1.9519 3.0935 -1.2419  N8 1.053
21 H -0.5326 1.8501 1.5908  N9 0.996
22 H -5.1824 0.9172 -0.6644  N10 1.018
23 H -4.6830 -0.6306 -0.7281  N10 1.028
24 H 0.2362 -1.5846 2.0558  N11 0.977
25 H -0.7783 -0.2463 2.4985  N11 0.988

Properties
LUMO level ... -3.4 eV
Total charge ... +1

Which one is most stable, and which one is least stable? Q is the most stable of them, while P is the least stable.